(1)
Here is a molecular structure, C31H35As2F10N4O7S3Y from OMol25. Energies are from wB97M-V/def2-TZVPD.

- highest occupied orbital energy (eV) = -7.574
- energy above the lowest of the compared OMol25 structures with the same formula, charge and spin (kcal/mol) = 12.7
- net charge = 0
- HOMO-LUMO gap (eV) = 7.43

Each line ends with the Mulliken charge.
CARTESIAN COORDINATES (ANGSTROEM)
Y1 -0.01 0.25 -0.54  -1.358
C1 3.02 -0.80 1.47  -1.142
C2 3.48 -0.79 0.02  -1.024
N1 2.84 0.23 -0.84  1.449
C3 3.29 -0.03 -2.22  -0.971
C4 2.74 0.93 -3.25  -1.053
C5 3.26 1.59 -0.41  -1.703
C6 2.06 2.49 -0.19  -0.546
N2 1.14 1.75 0.68  1.681
C7 0.69 2.22 1.87  -0.932
C8 -0.11 1.33 2.60  0.366
F1 -0.35 0.11 2.01  0.474
C9 -0.69 1.60 3.81  -0.259
F2 -1.47 0.66 4.37  -0.325
C10 -0.49 2.82 4.43  -0.882
C11 0.30 3.72 3.75  0.402
F3 0.53 4.93 4.28  -0.354
C12 0.88 3.45 2.52  0.401
F4 1.62 4.43 1.95  -0.369
H1 3.55 -1.59 2.00  0.486
H2 3.23 0.14 1.99  0.324
H3 1.95 -0.97 1.58  -0.031
H4 4.57 -0.64 -0.01  0.452
H5 3.29 -1.76 -0.43  0.531
H6 4.39 0.00 -2.25  0.520
H7 3.00 -1.05 -2.47  0.357
H8 3.16 1.93 -3.16  0.352
H9 2.98 0.57 -4.25  0.467
H10 1.66 1.03 -3.19  0.100
H11 3.81 1.51 0.53  0.432
H12 3.95 2.01 -1.15  0.491
H13 2.38 3.44 0.22  0.933
H14 1.58 2.71 -1.15  -0.153
H15 -0.94 3.06 5.38  0.511
C13 -3.73 -2.28 -0.91  -1.277
As1 -2.50 -1.13 0.05  1.907
C14 -3.80 0.01 0.93  -1.403
C15 -1.95 -2.31 1.52  -0.382
C16 -2.75 -2.48 2.64  -0.801
C17 -2.29 -3.20 3.73  -0.898
C18 -1.02 -3.74 3.72  -0.817
C19 -0.22 -3.59 2.59  -0.839
C20 -0.68 -2.88 1.49  0.180
As2 0.41 -2.64 -0.12  1.906
C21 1.88 -3.85 0.19  -1.737
C22 -0.60 -3.82 -1.31  -1.418
H16 -4.51 -2.56 -0.21  0.450
H17 -3.23 -3.17 -1.28  0.417
H18 -4.16 -1.73 -1.75  0.360
H19 -4.64 -0.60 1.26  0.705
H20 -4.14 0.75 0.21  0.264
H21 -3.33 0.51 1.78  0.222
H22 -3.74 -2.04 2.68  0.391
H23 -2.92 -3.31 4.61  0.406
H24 -0.65 -4.29 4.57  0.419
H25 0.77 -4.03 2.59  0.385
H26 2.52 -3.51 1.00  0.411
H27 2.46 -3.90 -0.73  0.468
H28 1.47 -4.83 0.42  0.502
H29 -1.17 -4.53 -0.70  0.509
H30 0.12 -4.35 -1.93  0.522
H31 -1.26 -3.26 -1.96  0.083
F5 -2.71 5.16 0.78  -0.231
C23 -2.92 3.85 0.87  0.496
F6 -2.47 3.41 2.03  -0.087
F7 -4.23 3.62 0.81  -0.216
S1 -2.05 3.02 -0.56  0.636
O1 -1.58 1.77 0.08  0.115
O2 -1.00 3.91 -0.97  -0.766
N3 -3.16 2.69 -1.56  0.209
S2 -3.45 3.49 -2.92  0.667
O3 -2.69 2.95 -4.02  -0.542
O4 -3.54 4.90 -2.76  -0.613
C24 -5.18 2.86 -3.18  0.674
F8 -5.85 3.79 -3.87  -0.237
F9 -5.82 2.63 -2.04  -0.225
F10 -5.15 1.73 -3.89  -0.211
O5 1.26 -2.43 -3.31  -0.649
C25 0.45 -1.55 -3.54  -0.235
N4 -0.34 -0.94 -2.59  1.075
S3 -1.20 0.27 -3.24  1.215
O6 -2.62 0.09 -3.11  -0.620
O7 -0.60 1.42 -2.54  -0.662
C26 -0.69 0.09 -4.88  0.393
C27 -1.07 0.82 -5.99  -0.743
C28 -0.49 0.43 -7.19  -0.608
C29 0.42 -0.63 -7.25  -0.584
C30 0.77 -1.34 -6.11  -0.646
C31 0.20 -0.96 -4.91  -0.228
H32 -1.77 1.64 -5.92  0.660
H33 -0.74 0.96 -8.10  0.455
H34 0.85 -0.90 -8.20  0.417
H35 1.48 -2.16 -6.14  0.528

(2)
Here is a molecular structure, C31H35AsBF6NO3ReSi2 from OMol25. Energies are from wB97M-V/def2-TZVPD.

- highest occupied orbital energy (spin up / spin down) (eV) = -7.744 / -8.673
- expectation value of S² = 3.7884
- spin multiplicity = 4
- energy above the lowest of the compared OMol25 structures with the same formula, charge and spin (kcal/mol) = 29.7
- net charge = 0
- HOMO-LUMO gap (spin up / spin down) (eV) = 6.61 / 6.47

Each line ends with the Mulliken charge.
CARTESIAN COORDINATES (ANGSTROEM)
Re1 0.15 -0.04 0.73  1.354
F1 5.15 0.92 2.77  -0.316
C1 3.93 1.35 2.51  0.371
C2 3.06 0.61 1.78  -1.037
C3 1.66 0.88 1.88  1.103
C4 1.18 1.85 2.77  0.059
C5 2.15 2.63 3.41  0.594
F2 1.73 3.77 4.00  -0.340
C6 3.52 2.47 3.26  -1.060
C7 -0.22 2.12 2.71  0.200
C8 -0.91 3.24 3.17  -0.823
C9 -2.30 3.32 3.06  -0.550
C10 -2.95 2.18 2.61  -0.918
C11 -2.22 1.12 2.04  -0.016
N1 -0.87 1.13 2.00  0.237
H1 3.37 -0.19 1.16  0.739
H2 4.25 3.10 3.75  0.481
H3 -0.40 4.08 3.57  0.607
H4 -2.86 4.20 3.38  0.466
H5 -4.04 2.18 2.47  0.394
H6 -2.65 0.28 1.58  0.546
O1 0.63 2.41 -2.16  -0.636
C12 -0.48 1.81 -2.85  3.528
C13 -0.95 0.51 -2.18  -0.277
O2 -1.44 -0.39 -2.80  -0.574
O3 -0.81 0.44 -0.86  -0.987
C14 -1.66 2.72 -2.63  -0.695
C15 -2.96 2.35 -3.12  -0.313
C16 -4.05 3.13 -2.83  -0.735
C17 -3.95 4.06 -1.80  -0.547
C18 -2.73 4.45 -1.40  -0.741
C19 -1.54 3.77 -1.80  -0.348
C20 -0.17 1.60 -4.30  -0.321
C21 0.34 0.39 -4.80  -0.046
C22 0.53 0.25 -6.13  -0.738
C23 0.37 1.28 -7.02  -0.488
C24 0.13 2.51 -6.50  -0.741
C25 -0.12 2.70 -5.14  -0.687
H7 1.32 1.72 -2.06  0.639
H8 -3.08 1.46 -3.75  0.408
H9 -4.93 2.99 -3.47  0.366
H10 -4.80 4.51 -1.38  0.509
H11 -2.59 5.25 -0.69  0.431
H12 -0.60 4.00 -1.35  0.537
H13 0.55 -0.43 -4.14  0.323
H14 0.57 -0.81 -6.53  0.246
H15 0.45 1.09 -8.10  0.369
H16 0.18 3.39 -7.16  0.347
H17 -0.38 3.69 -4.78  0.433
C26 -0.09 -4.17 4.38  -1.177
Si1 0.62 -2.56 3.72  0.449
C27 0.60 -1.19 5.05  -0.906
C28 2.37 -2.81 2.97  -0.743
As1 -0.70 -1.96 1.76  -0.398
Si2 -0.26 -3.96 0.34  0.845
C29 -1.66 -5.24 0.79  -1.379
C30 -0.35 -3.60 -1.52  -1.214
C31 1.36 -4.93 0.58  -1.245
H18 0.04 -4.36 5.42  0.408
H19 0.37 -4.97 3.78  0.253
H20 -1.14 -4.17 4.18  0.363
H21 1.34 -1.29 5.85  0.416
H22 -0.38 -1.24 5.58  0.292
H23 0.76 -0.21 4.62  0.091
H24 2.51 -3.89 2.95  0.428
H25 3.07 -2.12 3.52  0.328
H26 2.36 -2.58 1.91  -0.081
H27 -2.27 -4.93 1.59  0.375
H28 -1.22 -6.18 1.12  0.348
H29 -2.30 -5.28 -0.07  0.406
H30 -1.01 -2.72 -1.64  0.151
H31 -0.84 -4.37 -2.08  0.565
H32 0.60 -3.52 -2.02  0.345
H33 1.54 -5.28 1.58  0.339
H34 2.15 -4.29 0.19  0.305
H35 1.34 -5.81 -0.05  0.426
F3 2.26 0.53 -1.39  -0.432
B1 2.62 -0.91 -1.55  0.015
F4 1.59 -1.53 -0.61  -0.323
F5 3.85 -1.12 -1.08  -0.283
F6 2.33 -1.38 -2.80  -0.319

(3)
Here is 4 unconnected molecules or ions with the total composition C31H35BN4O16P2S from OMol25. Energies are from wB97M-V/def2-TZVPD.

- SMILES = CN(C)B(O)[C@@]1(CC(=O)c2ccccc2)OS(=O)(=O)O[C@]1(CP(=O)(O)O)[PH2]=O.O=[N+]([O-])c1ccccc1.O=[N+]([O-])c1ccccc1.O=[N+]([O-])c1ccccc1
- highest occupied orbital energy (eV) = -9.350
- net charge = 0
- HOMO-LUMO gap (eV) = 8.91

Each line ends with the Mulliken charge.
CARTESIAN COORDINATES (ANGSTROEM)
C1 3.22 0.19 4.32  -1.172
N1 3.54 0.43 2.90  -0.081
C2 4.63 1.42 2.84  -1.158
B1 3.96 -0.81 2.27  0.462
O1 5.17 -1.40 2.56  -0.465
C3 2.93 -1.49 1.20  1.870
C4 1.58 -1.86 1.82  -1.529
C5 0.54 -0.76 1.98  0.266
O2 0.76 0.41 1.78  -0.469
C6 -0.81 -1.26 2.42  0.028
C7 -1.61 -1.89 1.49  -0.091
C8 -2.87 -2.36 1.84  -0.704
C9 -3.30 -2.21 3.15  -0.463
C10 -2.49 -1.59 4.09  -0.831
C11 -1.25 -1.11 3.73  -0.195
O3 2.90 -0.47 0.14  -0.328
S1 4.23 -0.62 -0.73  1.376
O4 5.26 0.21 -0.22  -0.677
O5 3.86 -0.56 -2.09  -0.661
O6 4.61 -2.11 -0.26  -0.451
C12 3.44 -2.68 0.36  0.102
C13 3.60 -4.08 0.94  -1.268
P1 4.76 -4.54 2.24  0.686
O7 4.79 -6.00 2.36  -0.748
O8 6.20 -3.95 1.89  -0.456
O9 4.22 -3.79 3.54  -0.406
P2 2.28 -3.08 -1.14  0.832
O10 3.07 -3.59 -2.27  -0.702
H1 4.05 -0.26 4.87  0.312
H2 3.00 1.15 4.79  0.395
H3 2.32 -0.41 4.41  0.234
H4 4.25 2.38 3.20  0.365
H5 4.95 1.57 1.81  0.434
H6 5.49 1.15 3.46  0.255
H7 5.88 -1.13 1.98  0.338
H8 1.07 -2.66 1.27  0.605
H9 1.79 -2.24 2.83  0.495
H10 -1.27 -2.03 0.47  0.437
H11 -3.48 -2.83 1.09  0.429
H12 -4.28 -2.58 3.43  0.394
H13 -2.85 -1.50 5.10  0.403
H14 -0.63 -0.62 4.47  0.455
H15 3.92 -4.72 0.11  0.617
H16 2.63 -4.45 1.26  0.321
H17 6.58 -4.51 1.20  0.344
H18 4.90 -3.80 4.23  0.329
H19 1.48 -1.96 -1.42  0.016
H20 1.40 -4.03 -0.59  0.072
O11 -8.01 -2.02 1.62  -0.627
N2 -7.07 -1.55 1.02  1.078
O12 -6.11 -1.01 1.55  -0.613
C14 -7.07 -1.63 -0.45  0.040
C15 -8.17 -2.16 -1.10  -0.559
C16 -8.16 -2.20 -2.48  -0.338
C17 -7.05 -1.74 -3.19  -0.702
C18 -5.95 -1.24 -2.51  -0.158
C19 -5.95 -1.18 -1.13  -0.271
H21 -9.02 -2.51 -0.53  0.464
H22 -9.02 -2.59 -3.01  0.380
H23 -7.05 -1.78 -4.27  0.385
H24 -5.08 -0.90 -3.05  0.363
H25 -5.11 -0.79 -0.59  0.560
O13 -5.66 3.13 -4.06  -0.612
N3 -4.85 2.36 -3.60  1.000
O14 -5.09 1.49 -2.79  -0.586
C20 -3.45 2.48 -4.05  0.151
C21 -3.10 3.49 -4.92  -0.498
C22 -1.77 3.59 -5.32  -0.326
C23 -0.83 2.69 -4.84  -0.697
C24 -1.21 1.68 -3.97  -0.558
C25 -2.53 1.57 -3.57  -0.177
H26 -3.84 4.18 -5.28  0.467
H27 -1.48 4.38 -5.99  0.405
H28 0.20 2.78 -5.14  0.437
H29 -0.47 0.98 -3.60  0.489
H30 -2.83 0.78 -2.89  0.476
O15 -0.34 5.71 -2.88  -0.622
N4 -0.01 4.81 -2.14  1.074
O16 -0.63 3.77 -2.00  -0.550
C26 1.24 4.96 -1.38  -0.075
C27 1.95 6.14 -1.50  -0.574
C28 3.12 6.28 -0.76  -0.433
C29 3.55 5.25 0.07  -0.515
C30 2.81 4.08 0.17  -0.281
C31 1.65 3.93 -0.56  -0.496
H31 1.61 6.93 -2.15  0.472
H32 3.69 7.19 -0.84  0.372
H33 4.46 5.37 0.65  0.422
H34 3.15 3.28 0.82  0.547
H35 1.06 3.02 -0.49  0.666

The records above give, respectively, energy values of -235410.8476, -136058.6512, -101518.7727 eV.